[1]
The following is a DFT calculation (ωB97M-V/def2-TZVPD) of C24H20N2O6 in the gas phase.

The geometry in XYZ format:
```
52
Properties=species:S:1:pos:R:3:mulliken_charge:R:1
C 6.967 3.881 -3.911 -1.153
C 5.995 2.971 -3.207 0.754
O 6.289 2.087 -2.453 -0.524
O 4.736 3.276 -3.576 -0.364
C 3.655 2.599 -3.025 0.384
C 3.532 2.394 -1.662 -0.242
C 2.411 1.742 -1.155 0.320
C 1.408 1.324 -2.024 -0.628
C 1.535 1.551 -3.384 -0.830
C 2.655 2.181 -3.893 -0.553
H 2.766 2.358 -4.952 0.466
H 0.754 1.229 -4.056 0.400
H 0.521 0.830 -1.660 0.693
C 2.361 1.589 0.334 0.372
O 2.979 2.341 1.063 -0.652
N 1.575 0.569 0.776 -0.029
C 1.415 0.165 2.099 0.286
C 2.442 0.355 3.025 -0.457
C 2.306 -0.023 4.344 -0.699
C 1.129 -0.612 4.776 -0.773
C 0.106 -0.814 3.873 -0.605
C 0.227 -0.445 2.534 0.605
N -0.928 -0.676 1.747 -0.230
C -1.115 -0.980 0.444 0.809
O -0.236 -1.008 -0.407 -0.802
C -2.535 -1.260 0.082 0.491
C -2.973 -0.877 -1.183 -0.580
C -4.278 -1.115 -1.569 -0.804
C -5.161 -1.756 -0.716 -0.508
C -4.714 -2.174 0.530 0.165
C -3.409 -1.922 0.935 -0.421
H -3.100 -2.289 1.903 0.506
O -5.520 -2.803 1.466 -0.367
C -6.497 -3.666 1.115 0.790
O -6.746 -3.997 -0.009 -0.519
C -7.203 -4.157 2.350 -1.159
H -7.986 -4.853 2.067 0.340
H -7.630 -3.311 2.883 0.308
H -6.489 -4.646 3.007 0.318
H -6.177 -1.944 -1.022 0.410
H -4.617 -0.803 -2.544 0.397
H -2.278 -0.389 -1.849 0.500
H -1.759 -0.747 2.320 0.261
H -0.818 -1.269 4.206 0.341
H 1.006 -0.910 5.805 0.378
H 3.118 0.142 5.035 0.398
H 3.349 0.827 2.689 0.468
H 1.050 0.016 0.093 0.279
H 4.294 2.728 -0.976 0.503
H 7.956 3.758 -3.482 0.348
H 6.995 3.620 -4.967 0.292
H 6.638 4.912 -3.823 0.315
```

Calculated values
Net charge: 0
SMILES string: CC(=O)Oc1cccc(C(=O)Nc2ccccc2NC(=O)c2cccc(OC(C)=O)c2)c1
HOMO level, Eh: -0.3083
DFT total energy, eV: -40479.722
Lowest unoccupied orbital energy, eV: 0.22

---

[2]
The following is a DFT calculation (ωB97M-V/def2-TZVPD) of a molecular structure, C24H20N5O7RuS6.

The geometry in XYZ format:
```
63
Properties=species:S:1:pos:R:3:mulliken_charge:R:1
Ru 0.072 1.103 2.043 0.970
C 0.591 -3.861 -9.034 -0.845
O 0.304 -2.596 -8.485 -0.424
C -0.595 -2.555 -7.446 0.868
C -0.776 -1.313 -6.838 -0.799
C -1.657 -1.167 -5.791 -0.379
C -2.395 -2.270 -5.310 0.152
C -2.206 -3.505 -5.939 -0.503
C -1.315 -3.655 -6.991 -0.121
N -3.276 -2.214 -4.249 -0.893
N -3.487 -1.015 -3.749 -0.429
C -3.005 -0.527 -2.613 0.223
C -3.474 0.751 -2.211 -0.499
C -3.021 1.406 -1.092 -0.878
C -2.036 0.841 -0.257 0.518
O -1.619 1.416 0.794 -0.488
C -1.535 -0.475 -0.632 -0.088
N -0.616 -0.978 0.208 0.016
C -0.168 -2.194 0.012 -0.248
C -0.605 -2.987 -1.059 -1.081
C -1.514 -2.470 -1.949 -0.388
C -2.016 -1.171 -1.759 0.862
H 1.364 -3.704 -9.783 0.237
H -0.289 -4.302 -9.513 0.319
H 0.963 -4.552 -8.272 0.347
H -0.201 -0.472 -7.204 0.390
H -1.792 -0.205 -5.316 0.412
H -2.774 -4.351 -5.572 0.400
H -1.194 -4.628 -7.444 0.341
H -4.221 1.210 -2.848 0.370
H -3.407 2.381 -0.825 0.422
H 0.587 -2.541 0.710 0.376
H -0.215 -3.989 -1.185 0.392
H -1.855 -3.061 -2.786 0.522
S 2.129 -3.914 6.897 -0.372
C 1.681 -2.853 5.692 0.083
S 2.686 -2.405 4.374 -0.146
C 1.573 -1.371 3.490 -0.016
C 0.368 -1.225 4.099 0.313
S -0.966 -0.248 3.520 -0.460
S 0.161 -2.073 5.615 -0.127
S 2.118 -0.674 2.007 -0.388
O 1.131 5.071 0.631 -0.727
S 0.779 3.933 1.427 1.300
O 1.015 2.637 0.746 -0.641
O -0.481 3.969 2.129 -0.607
O 1.924 3.940 2.599 -0.414
N 1.198 1.843 3.469 -0.400
C 1.864 2.893 3.525 0.582
N 2.754 3.205 4.568 0.028
C 2.815 2.200 5.626 -0.702
C 1.659 2.356 6.598 -0.351
O 1.634 3.678 7.146 -0.455
C 1.496 4.637 6.107 -0.492
C 2.658 4.549 5.129 -0.790
H 3.759 2.347 6.161 0.309
H 2.801 1.210 5.173 0.329
H 1.758 1.673 7.443 0.337
H 0.719 2.150 6.075 0.301
H 1.461 5.617 6.587 0.357
H 0.554 4.472 5.567 0.335
H 3.591 4.762 5.661 0.347
H 2.541 5.271 4.322 0.394
```

Calculated values
2S+1: 6
Net charge: -2
HOMO level (alpha / beta), Eh: -0.0614 / -0.0680
DFT total energy, eV: -114589.322
Lowest unoccupied orbital energy (alpha / beta), eV: 3.40 / 3.40

---

[3]
The following is a DFT calculation (ωB97M-V/def2-TZVPD) of a molecular structure, C24H21AsINO2RhS.

The geometry in XYZ format:
```
52
Properties=species:S:1:pos:R:3:mulliken_charge:R:1
Rh -0.149 -0.354 0.583 0.549
O 1.866 -0.450 -0.191 -0.708
N 2.779 -0.183 0.729 0.668
C 4.004 0.181 0.280 -0.236
C 5.020 0.461 1.152 -0.714
C 4.780 0.367 2.524 -0.321
C 3.532 -0.005 2.961 -0.734
C 2.506 -0.288 2.052 0.744
S 0.928 -0.794 2.571 -0.378
H 4.076 0.222 -0.796 0.452
H 5.984 0.748 0.760 0.434
H 5.564 0.580 3.237 0.430
H 3.305 -0.091 4.014 0.428
O -0.186 1.729 0.394 -0.677
As -0.865 2.756 1.546 1.910
C 0.569 3.690 2.389 -0.003
C 0.306 4.745 3.257 -0.220
C 1.361 5.392 3.880 -0.700
C 2.666 4.987 3.631 -0.518
C 2.923 3.940 2.758 -0.536
C 1.873 3.284 2.132 -0.653
C -1.805 1.714 2.837 -0.004
C -1.331 1.588 4.136 -0.291
C -1.963 0.717 5.012 -0.688
C -3.056 -0.025 4.587 -0.495
C -3.533 0.105 3.289 -0.874
C -2.910 0.978 2.410 -0.342
C -2.059 3.972 0.700 0.134
C -3.280 4.292 1.280 -0.220
C -4.115 5.202 0.648 -0.704
C -3.728 5.779 -0.552 -0.418
C -2.506 5.454 -1.129 -0.660
C -1.664 4.549 -0.504 -0.443
H -0.712 5.068 3.443 0.431
H 1.167 6.215 4.555 0.412
H 3.488 5.498 4.115 0.405
H 3.943 3.637 2.558 0.434
H 2.055 2.475 1.435 0.596
H -0.465 2.150 4.463 0.397
H -1.598 0.613 6.025 0.427
H -3.542 -0.707 5.272 0.419
H -4.392 -0.467 2.964 0.440
H -3.288 1.090 1.400 0.642
H -3.585 3.835 2.215 0.383
H -5.069 5.456 1.092 0.409
H -4.383 6.486 -1.044 0.399
H -2.211 5.906 -2.066 0.399
H -0.716 4.285 -0.956 0.394
I -0.668 -2.214 -1.578 0.174
C -1.956 -1.184 -0.299 -0.831
H -2.514 -1.861 0.335 0.450
H -2.540 -0.452 -0.844 0.410
```

Calculated values
2S+1: 5
Net charge: +1
HOMO level (alpha / beta), Eh: -0.3872 / -0.4256
DFT total energy, eV: -113586.781
Lowest unoccupied orbital energy (alpha / beta), eV: -2.37 / -4.65

---

[4]
The following is a DFT calculation (ωB97M-V/def2-TZVPD) of a molecular structure, C24H21BN8O2SV.

The geometry in XYZ format:
```
58
Properties=species:S:1:pos:R:3:mulliken_charge:R:1
V 0.583 0.359 0.663 0.075
C 0.199 3.521 3.756 -1.302
C 1.044 2.961 2.785 0.561
N 0.491 1.886 2.230 0.264
N -0.737 1.722 2.854 0.123
C -0.910 2.711 3.739 -0.249
B -1.731 0.622 2.428 0.307
N -0.954 -0.734 2.485 0.885
C 0.276 -1.019 3.008 -0.012
C 0.467 -2.377 2.929 -0.985
C -0.728 -2.853 2.362 -0.425
N -1.566 -1.872 2.086 -1.215
N -2.202 0.853 0.946 0.074
C -3.420 1.043 0.436 -0.132
C -3.300 1.333 -0.910 -1.200
C -1.927 1.292 -1.146 -0.149
N -1.268 1.013 -0.029 -0.111
H 0.394 4.384 4.363 0.425
H 2.828 2.819 1.972 0.372
H -1.819 2.753 4.315 0.484
H -2.702 0.656 3.129 -0.124
H 0.876 -0.244 3.459 0.579
H 1.330 -2.932 3.251 0.486
H -1.007 -3.868 2.129 0.529
H -4.285 0.963 1.072 0.459
H -4.086 1.546 -1.610 0.409
H -1.380 1.455 -2.061 0.539
O 4.116 1.892 1.000 -0.790
S 3.298 1.743 -0.256 0.234
O 2.238 3.448 2.452 -0.518
N 2.389 0.402 -0.241 0.062
C 2.824 -0.940 -0.359 -0.086
C 4.113 -1.406 -0.319 -0.343
C 4.396 -2.773 -0.562 -0.906
C 3.410 -3.668 -0.846 -0.975
C 2.060 -3.231 -0.855 1.221
C 0.964 -4.075 -1.165 -0.726
C -0.308 -3.587 -1.152 -1.059
C -0.512 -2.245 -0.764 0.062
N 0.478 -1.439 -0.475 0.410
C 1.769 -1.896 -0.562 0.249
C 4.498 1.406 -1.544 0.040
C 4.083 0.988 -2.801 -0.329
C 5.026 0.765 -3.789 -0.649
C 6.375 0.971 -3.525 -0.425
C 6.778 1.406 -2.273 -0.555
C 5.839 1.629 -1.274 -0.183
H 4.923 -0.722 -0.117 0.592
H 5.429 -3.093 -0.537 0.405
H 3.637 -4.705 -1.056 0.394
H 1.153 -5.112 -1.416 0.434
H -1.157 -4.210 -1.388 0.425
H -1.509 -1.835 -0.655 0.360
H 3.033 0.815 -3.000 0.389
H 4.711 0.424 -4.765 0.383
H 7.110 0.795 -4.298 0.392
H 7.827 1.573 -2.065 0.385
H 6.123 1.961 -0.285 0.443
```

Calculated values
2S+1: 4
Net charge: 0
HOMO level (alpha / beta), Eh: -0.2726 / -0.3040
DFT total energy, eV: -78447.116
Lowest unoccupied orbital energy (alpha / beta), eV: -0.10 / -0.23